No. 1
This record from OMol25 describes a molecular structure, C11H16MgN2O8Se at a distorted geometry. The level of theory is the ωB97M-V functional and the def2-TZVPD basis.

Structure (XYZ):
```
39
Properties=species:S:1:pos:R:3:forces:R:3
H -2.67353 3.03733 -0.42956 -0.015 -0.018 -0.004
H -2.66627 2.75618 -2.18775 -0.021 0.020 -0.008
C 2.19144 -1.63860 -0.63626 -0.181 0.177 0.109
H 1.40815 0.16186 -1.15101 0.122 -0.155 0.291
Se 3.34876 3.07281 3.61101 -0.056 -0.055 -0.074
H -0.48585 2.36381 0.72366 0.194 0.167 -0.181
H -0.68961 4.45260 -0.46309 0.016 0.000 0.001
C -1.87769 -1.73512 -0.53190 0.108 0.529 0.152
H 1.81444 -3.63654 0.09923 0.044 -0.103 -0.014
C -0.23870 1.71415 -2.51445 0.856 -0.169 -0.050
C -0.25687 3.87263 -1.28548 0.045 0.136 -0.017
C -0.38173 -1.75491 3.04840 -0.041 0.496 -0.222
O -0.47904 -2.17738 4.20302 -0.017 0.159 -0.181
O -0.24299 1.82777 -0.04385 -0.231 0.224 -0.294
H -0.98977 -3.70549 -0.42860 -0.003 -0.148 -0.018
C 1.63682 -2.59785 0.41244 -0.306 0.148 0.062
N 1.49648 1.38183 1.99383 0.257 0.293 0.306
C -0.65328 -2.66783 -0.47949 0.162 0.075 0.197
O -0.60878 2.21547 -3.58509 -0.131 -0.210 0.115
O -1.65126 -0.57002 -0.05083 -0.464 -0.616 -0.463
H 0.83046 3.88638 -1.18432 -0.046 -0.019 -0.025
N 0.22162 -2.31726 0.64506 0.057 -0.304 0.013
C -0.29571 -2.81588 1.93225 0.053 0.063 -0.333
Mg 0.09599 -0.03317 0.81359 -0.075 0.205 0.281
O -2.91237 -2.16761 -1.04441 0.140 0.124 0.123
O 1.78256 -0.31837 -0.31493 -0.038 0.059 -0.991
C -2.29118 2.39523 -1.23169 -0.064 -0.022 0.089
H 0.26456 -3.68102 2.29076 0.078 -0.081 0.024
O -0.40883 -0.54531 2.63228 -0.021 -0.802 0.868
O 0.58498 0.75600 -2.36718 -0.220 0.132 0.189
H -0.53697 4.32704 -2.23495 0.000 0.022 0.040
H 3.28023 -1.70624 -0.63181 0.156 0.043 -0.011
H -1.32769 -3.13810 1.77836 -0.011 -0.049 -0.004
C 2.21971 2.03760 2.62794 -0.245 -0.200 -0.223
H -0.11822 -2.52851 -1.42127 -0.029 0.016 0.013
H 2.16590 -2.43653 1.35444 -0.017 0.027 0.025
C -0.77215 2.44334 -1.25191 -0.055 -0.199 0.284
H -2.63388 1.37434 -1.05822 0.054 0.025 -0.020
H 1.85028 -1.90465 -1.63821 -0.054 0.012 -0.050
```
Positions in Å, forces in eV/Å.

Output
Orbital gap, eV: 6.91
E_LUMO, Eh: 0.17213
Net charge: -2
F_max, eV/Å: 1.18
HOMO energy, eV: -2.2
Electronic energy, Ha: -3742.0309
Relative energy (zero: lowest compared OMol25 entry of this formula, charge and spin), kcal per mole: 10.7


No. 2
This record from OMol25 describes a single C11H16N2 molecule at a distorted geometry. The level of theory is the ωB97M-V functional and the def2-TZVPD basis.

Structure (XYZ):
```
29
Properties=species:S:1:pos:R:3:forces:R:3
N 1.75074 -0.49592 -0.40785 -0.210 1.728 0.089
H -0.48024 4.07439 1.18220 0.893 -1.397 -0.898
C 1.92564 -1.54323 0.58734 0.065 -0.033 -0.400
C 3.00779 -2.51795 0.02896 0.916 0.108 -1.457
H 2.63868 -3.05198 -0.88118 -0.181 0.275 0.825
N 0.90653 1.51764 -1.13549 1.203 1.204 0.536
H 1.98140 1.64722 -1.13657 -2.479 0.166 -0.006
H -3.11982 -1.61042 -2.03365 -0.940 -0.652 -1.698
H 3.40207 -3.27294 0.70689 -0.414 0.006 0.349
H 0.21663 2.44875 1.59824 -0.194 -0.409 0.229
C 0.71061 0.24362 -0.60308 2.002 -0.357 1.612
C -0.66022 -0.15983 -0.28544 -1.369 -0.800 -0.539
H 2.29671 -1.00344 1.53314 -0.549 -0.979 -1.199
H -0.64621 -0.15634 1.89549 -0.877 0.583 -1.196
H -0.98895 -0.80350 -2.36856 0.638 0.518 -0.293
C -2.55753 -0.82905 1.14484 -0.182 0.479 0.570
H 0.10617 3.52932 -1.34199 0.371 -0.682 0.387
H 1.23203 3.62963 0.83536 0.589 0.449 0.478
H -2.89948 -0.77699 2.22972 0.043 -0.484 -1.724
C 0.04214 2.67322 -0.63556 -0.939 -0.035 0.377
C 0.23556 3.23176 0.86058 -0.216 0.388 -1.539
H 3.95776 -2.04199 -0.41635 -1.552 0.072 1.023
C -1.27889 -0.24928 0.96074 0.813 -1.153 1.258
H -4.38212 -1.57679 0.12774 1.080 -0.266 -0.042
C -2.64540 -1.21216 -1.20654 0.177 0.206 2.234
C -1.37161 -0.66909 -1.37775 -1.334 -0.647 0.718
H 0.94582 -2.06167 0.78961 0.978 0.117 0.154
H -1.02346 2.36972 -0.69562 0.695 -0.228 -0.227
C -3.30238 -1.33273 0.04479 0.972 1.824 0.378
```
Positions in Å, forces in eV/Å.

Output
Orbital gap, eV: 9.08
E_LUMO, Eh: 0.03258
Net charge: 0
F_max, eV/Å: 2.59
HOMO energy, eV: -8.2
Electronic energy, Ha: -538.1900
Relative energy (zero: lowest compared OMol25 entry of this formula, charge and spin), kcal per mole: 49.8


No. 3
This record from OMol25 describes a single C11H16N2OS molecule at a distorted geometry. The level of theory is the ωB97M-V functional and the def2-TZVPD basis.

Structure (XYZ):
```
31
Properties=species:S:1:pos:R:3:forces:R:3
S 3.30291 1.62843 1.01970 -2.030 0.450 1.379
N 2.02282 0.44721 -3.15200 1.009 -2.844 3.100
H -3.76879 0.32354 -0.24450 -1.169 -0.396 0.607
C -2.24804 1.09932 0.83301 1.398 1.982 3.359
H -1.73657 0.49571 -1.01751 1.317 -0.443 -0.063
H 4.08402 -3.21796 1.12344 0.832 -0.395 0.357
C 3.57052 -2.44090 0.62113 -0.362 2.213 0.813
H 2.47986 -3.81242 -0.61053 0.147 0.075 0.167
C 0.22710 1.19440 -0.06487 -2.396 -1.011 -1.083
C 2.60746 -2.78070 -0.28949 0.052 -1.485 -1.053
O 2.62133 2.69049 0.24212 0.621 0.008 -1.084
C 1.86333 -0.50052 -0.39702 1.576 -0.727 -0.854
C 1.84944 -1.83642 -0.89390 -2.728 2.651 -0.757
H -1.02563 -0.57358 0.37092 -0.140 1.309 -1.259
H 2.43221 1.81200 2.18914 1.305 -1.289 -0.757
C -3.52730 0.32242 0.83344 -0.339 0.514 -1.088
H 0.63231 1.17196 0.91932 0.287 0.012 0.767
C 3.71610 -1.07902 0.98526 -2.808 -1.158 -1.890
H 1.05430 -1.96862 -1.71431 1.530 -0.319 1.376
H 1.87832 0.97187 -3.92143 -0.238 2.096 -3.230
H -1.96681 1.07092 1.94899 0.367 0.292 -1.412
C 2.82521 -0.07443 0.51336 1.263 -1.756 0.612
H -3.25858 -0.65361 1.13679 0.216 -1.444 -0.022
H -2.33812 2.20158 0.61526 -0.286 -0.991 -0.001
H 0.66891 1.86640 -2.39592 0.914 -1.249 0.179
H -4.31643 0.58351 1.57491 0.445 0.551 -1.029
H 0.07593 2.20658 -0.35219 0.258 0.934 -0.327
C 1.31822 0.92188 -2.22273 -2.232 3.006 -1.418
H 4.37808 -0.82728 1.70480 2.395 0.763 2.108
N 1.09366 0.49141 -0.98398 -0.384 -0.150 1.108
C -1.16426 0.49134 -0.06104 -0.819 -1.199 1.397
```
Positions in Å, forces in eV/Å.

Output
Orbital gap, eV: 8.78
E_LUMO, Eh: 0.00742
Net charge: 0
F_max, eV/Å: 4.33
HOMO energy, eV: -8.6
Electronic energy, Ha: -1011.5648
Relative energy (zero: lowest compared OMol25 entry of this formula, charge and spin), kcal per mole: 103.1


No. 4
This record from OMol25 describes a single C11H16N2OS2 molecule at a distorted geometry. The level of theory is the ωB97M-V functional and the def2-TZVPD basis.

Structure (XYZ):
```
32
Properties=species:S:1:pos:R:3:forces:R:3
N -0.25295 0.93286 0.04298 0.262 -0.337 -0.354
H 4.70868 2.55726 -0.58103 0.045 -0.638 -0.222
H -1.94756 0.01582 2.89826 0.088 -0.183 0.177
C -1.16174 -0.00226 -0.05491 1.375 0.325 0.284
C -2.75591 1.54347 1.67866 0.313 0.181 -0.753
C 0.48746 -1.67229 -0.57358 1.641 -1.310 -0.207
H -2.49352 1.46368 3.74223 -0.089 -0.107 0.401
C 2.17504 1.63314 -0.29705 -0.614 -0.165 0.437
H 5.52758 0.96816 -0.81854 -0.066 0.225 0.005
C 1.50083 -0.65946 -0.46421 -1.760 1.622 -0.032
C -2.30286 -2.38239 -1.98038 -0.346 0.228 -0.484
H -2.68692 -2.16529 0.14320 0.197 0.171 -0.259
C 3.46684 0.83095 -0.18320 0.261 0.573 -0.926
C -1.85716 -2.34146 -0.55111 -0.307 -0.697 0.363
H -1.85570 2.15115 1.60501 0.053 -0.079 -0.293
H 4.35566 1.53192 -2.02853 0.090 0.084 0.667
O 0.83206 -2.81438 -0.85310 -0.851 -0.305 -0.132
H -2.84530 -1.47878 -2.24031 -0.026 0.219 -0.191
C 4.58396 1.51203 -0.94068 0.465 0.424 -0.416
H -3.59695 2.23677 1.62991 -0.099 -0.203 -0.204
H 3.73917 0.71893 0.85234 0.050 -0.219 0.473
H 2.11252 2.16344 -1.24928 0.019 0.011 -0.123
H -1.47235 -2.52407 -2.67220 0.073 0.066 0.134
S -2.85673 0.46158 0.19167 -0.288 0.037 0.142
C 1.07593 0.61924 -0.22013 -0.706 -0.913 0.336
H -1.47507 -3.33315 -0.31683 0.536 0.270 0.274
C -2.73645 0.75895 2.95212 -0.156 -0.137 0.214
H -2.98056 -3.21012 -2.11510 -0.296 -0.339 -0.096
N -0.84147 -1.32215 -0.34821 -0.147 1.179 0.421
H 2.07343 2.37119 0.50203 0.122 0.023 -0.062
S 3.17300 -0.82935 -0.90659 -0.087 -0.093 0.416
H -3.69295 0.26463 3.15655 0.245 0.088 0.009
```
Positions in Å, forces in eV/Å.

Output
Orbital gap, eV: 8.26
E_LUMO, Eh: 0.01783
Net charge: 0
F_max, eV/Å: 2.39
HOMO energy, eV: -7.8
Electronic energy, Ha: -1409.9012
Relative energy (zero: lowest compared OMol25 entry of this formula, charge and spin), kcal per mole: 0.0


No. 5
This record from OMol25 describes a single C11H16N6O3 molecule at a distorted geometry. The level of theory is the ωB97M-V functional and the def2-TZVPD basis.

Structure (XYZ):
```
36
Properties=species:S:1:pos:R:3:forces:R:3
H 0.52490 -0.56935 1.88545 -0.173 0.003 -0.210
C 2.16680 -0.59573 -0.00479 -0.283 -0.007 0.263
H -3.83229 2.17557 -1.11809 0.145 -0.238 0.053
H 2.79666 0.10961 -1.90643 0.009 0.033 -0.047
N -2.47215 2.02802 0.47271 -0.238 0.023 0.085
H 3.04386 -1.62410 -1.68584 -0.054 0.018 -0.036
C -1.14865 -1.21380 0.96136 0.089 -0.220 -0.320
H -0.93227 -1.87569 -1.11240 -0.148 -0.085 0.092
C 4.45735 -0.33146 -0.58826 -0.002 0.103 -0.100
H -2.18775 -2.72103 -0.15068 0.156 0.047 -0.012
C -1.70711 -1.76142 -0.35567 -0.179 -0.034 0.048
H 3.02798 -0.54625 1.95200 -0.012 -0.014 0.054
C 3.08839 -0.65856 -1.18510 0.162 -0.129 -0.222
C -2.37974 0.47672 -1.26490 -0.140 0.009 -0.529
H -0.25838 0.41802 -1.07372 0.052 0.090 0.116
N 0.19562 -1.04023 1.04300 0.792 0.138 0.833
H 5.14918 0.07211 -1.32523 0.064 -0.056 -0.001
H -2.48228 0.52453 -2.35611 -0.028 0.094 0.242
H 3.95936 1.65688 0.08659 0.012 0.042 0.010
H 2.18204 0.94415 1.49618 -0.048 -0.068 0.068
O -0.23595 1.94329 1.03624 0.459 0.112 0.405
C -3.89311 -0.81595 -0.01669 -0.322 0.068 -0.330
N -2.74881 -0.86454 -0.81377 0.071 0.036 0.068
C 2.82641 0.14277 1.12649 -0.085 0.147 0.227
O -1.87046 -0.89932 1.88261 -0.076 0.014 0.086
O -4.46579 -1.76112 0.44766 -0.135 -0.372 0.349
N -1.09258 0.94084 -0.85185 -0.009 -0.146 -0.190
C -3.35217 1.40810 -0.49632 -0.164 0.366 -0.159
H -2.80304 2.44461 1.32481 0.119 -0.038 0.035
C -1.16727 1.65285 0.32808 0.014 0.294 -0.248
N -4.31963 0.49275 0.01925 -0.089 0.151 -0.012
H 4.92718 0.75308 1.25597 -0.003 0.090 0.004
N 1.00788 -1.11065 -0.04752 -0.074 -0.249 -0.624
H 4.89831 -1.23242 -0.15836 0.040 -0.030 0.002
C 4.12935 0.67037 0.51997 0.112 -0.081 0.050
H -5.03184 0.76733 0.67338 -0.033 -0.111 -0.052
```
Positions in Å, forces in eV/Å.

Output
Orbital gap, eV: 9.84
E_LUMO, Eh: 0.02755
Net charge: 0
F_max, eV/Å: 1.16
HOMO energy, eV: -9.1
Electronic energy, Ha: -983.0932
Relative energy (zero: lowest compared OMol25 entry of this formula, charge and spin), kcal per mole: 0.0


No. 6
This record from OMol25 describes a gas-phase ion, C11H16NO3 (charge +1) at a distorted geometry. The level of theory is the ωB97M-V functional and the def2-TZVPD basis.

Structure (XYZ):
```
31
Properties=species:S:1:pos:R:3:forces:R:3
H -1.69520 2.94964 0.84253 -0.006 0.045 0.012
C -0.01239 0.80990 0.02286 0.334 -3.416 -0.050
H -1.72214 2.98942 -0.92307 0.006 0.031 -0.047
C 2.44824 -1.51690 -1.03731 0.424 -0.045 -0.102
H 2.02041 0.05844 1.01463 -0.388 -0.561 0.241
C -1.34447 1.05585 -0.07476 0.880 0.536 0.189
H 3.18435 -0.73320 -1.24886 -0.045 -0.126 0.049
O 2.15561 1.40829 0.62427 -0.020 0.095 -0.219
H -3.86349 -1.69989 0.80667 -0.041 -0.015 0.084
O 1.14288 -0.99059 -1.24087 -0.025 -0.035 0.164
C 2.48536 -1.94299 0.43092 0.270 -0.488 -0.418
H 0.40276 3.75849 0.25486 -0.064 0.053 0.059
C -3.17008 -2.07852 0.05901 -0.018 0.263 -0.136
H -3.67187 -2.02303 -0.90621 -0.053 -0.038 -0.056
C -1.98967 2.40126 -0.04968 -0.209 -0.029 -0.094
N 1.54485 -0.97813 1.01621 0.409 0.658 -0.004
H 2.59683 -2.34862 -1.72637 0.063 0.044 0.124
H 0.46031 3.15344 -1.40043 -0.052 -0.035 -0.047
C 0.96436 3.13465 -0.43851 0.306 0.217 -0.006
C -1.94931 -1.22865 0.02401 0.441 -0.594 0.289
H 3.47045 -1.84439 0.88182 -0.045 -0.006 0.004
H -3.06876 2.26811 -0.04192 0.014 0.039 0.018
H 1.96430 3.55282 -0.53178 -0.021 0.009 0.002
H 1.18331 -1.24467 1.93008 -0.116 0.065 -0.136
H -0.49296 -2.71550 0.25847 -0.119 -0.242 -0.012
C 1.08144 1.75432 0.10392 -0.021 0.460 0.082
H 2.12392 -2.96660 0.56026 -0.013 0.169 0.053
C 0.48242 -0.76775 -0.02445 -1.758 2.572 0.109
H -2.92630 -3.11255 0.27285 0.066 -0.058 0.018
O -2.26051 0.09114 -0.11612 -0.363 -0.056 -0.087
C -0.69390 -1.66380 0.14390 0.167 0.486 -0.083
```
Positions in Å, forces in eV/Å.

Output
Orbital gap, eV: 9.69
E_LUMO, Eh: -0.12724
Net charge: +1
F_max, eV/Å: 3.43
HOMO energy, eV: -13.2
Electronic energy, Ha: -708.9717
Relative energy (zero: lowest compared OMol25 entry of this formula, charge and spin), kcal per mole: 14.9